No. 1
DFT (the ωB97M-V functional and the def2-TZVPD basis) results for a structure of composition C32H56AuN2O3P2.

Element x y z (Å)
Au (0.2820, -0.3961, -2.9877)
C (-2.6033, 2.1258, -0.2571)
C (-3.0007, 1.1966, -1.2574)
C (-2.7028, 0.0342, 0.6999)
C (-2.4494, 1.4107, 0.9642)
C (-3.0756, -0.0905, -0.6696)
C (-2.4601, 3.5852, -0.4511)
H (-2.0763, 3.8219, -1.4560)
H (-1.7699, 4.0215, 0.2837)
H (-3.4251, 4.1116, -0.3470)
C (-2.1911, 1.9793, 2.2956)
H (-1.9971, 3.0548, 2.2434)
H (-1.3436, 1.4901, 2.7996)
H (-3.0622, 1.8343, 2.9520)
C (-2.6709, -1.0493, 1.7061)
H (-3.6427, -1.1658, 2.2181)
H (-1.9171, -0.8353, 2.4777)
H (-2.4294, -2.0247, 1.2568)
C (-3.5397, -1.3212, -1.3493)
H (-4.6267, -1.3014, -1.5330)
H (-3.3236, -2.2063, -0.7412)
H (-3.0515, -1.4519, -2.3257)
C (-3.3534, 1.5492, -2.6456)
H (-4.3017, 2.1097, -2.6912)
H (-3.4758, 0.6457, -3.2527)
H (-2.5773, 2.1794, -3.1038)
C (1.7682, 0.9139, -3.9116)
C (0.4807, 1.5290, -3.9570)
C (-0.2910, 1.6431, -5.2513)
C (-1.2921, 0.4871, -5.4873)
C (-0.9379, -0.7940, -4.7688)
C (0.3465, -1.3821, -4.9376)
C (1.4381, -0.7992, -5.8047)
C (2.3667, 0.2573, -5.1312)
H (0.3749, 1.7616, -6.1231)
H (-1.3951, 0.3012, -6.5668)
H (-0.8718, 2.5778, -5.1890)
H (2.6757, 1.0026, -5.8863)
H (2.4285, 1.2796, -3.1162)
H (0.2732, 2.2849, -3.1905)
H (3.3037, -0.2411, -4.8439)
H (2.0776, -1.6371, -6.1185)
H (0.4374, -2.4531, -4.7166)
H (1.0184, -0.3970, -6.7394)
H (-2.2734, 0.8410, -5.1404)
H (-1.7665, -1.4523, -4.4634)
P (1.7684, 2.2827, -0.4966)
C (1.1520, 2.5369, 1.1985)
H (1.7634, 3.2817, 1.7257)
H (1.1809, 1.5805, 1.7625)
H (0.1091, 2.8776, 1.1453)
C (3.5321, 1.9507, -0.1859)
H (3.9237, 2.7964, 0.3909)
H (4.0578, 1.8658, -1.1470)
H (3.6301, 1.0071, 0.3857)
C (1.7864, 3.9928, -1.1611)
H (2.0873, 3.9499, -2.2180)
H (2.4883, 4.6156, -0.5924)
H (0.7701, 4.4106, -1.1056)
P (0.6218, -2.3661, -1.6239)
C (-0.6267, -3.6386, -1.9368)
H (-0.1282, -4.5703, -2.2363)
H (-1.2959, -3.3148, -2.7425)
H (-1.2305, -3.8294, -1.0395)
C (2.2021, -3.0029, -2.2450)
H (2.2510, -2.8246, -3.3231)
H (2.2828, -4.0777, -2.0446)
H (3.0367, -2.4807, -1.7639)
C (0.8348, -2.2359, 0.1526)
H (0.8022, -3.2475, 0.5774)
H (0.0392, -1.6270, 0.5995)
H (1.8019, -1.7691, 0.3938)
C (-1.1540, -2.2645, 5.3020)
C (0.3423, -2.4313, 5.0865)
C (1.2322, -1.1586, 5.1741)
C (1.2042, -0.4858, 6.5765)
C (-0.1271, 0.0159, 7.0917)
C (2.6830, -1.6235, 4.9459)
O (3.3467, -2.2027, 5.7892)
N (3.2123, -1.3797, 3.6958)
C (2.6915, -0.5811, 2.6777)
O (3.3011, -0.5392, 1.6006)
N (1.5424, 0.0747, 2.9474)
C (0.8270, -0.1484, 4.0473)
O (-0.2769, 0.4382, 4.1936)
H (-1.4400, -2.4792, 6.3378)
H (-1.6869, -2.9692, 4.6539)
H (-1.4723, -1.2504, 5.0401)
H (0.7370, -3.1655, 5.8068)
H (0.5092, -2.8632, 4.0850)
H (1.6249, -1.2059, 7.2930)
H (1.9144, 0.3559, 6.5351)
H (-0.7244, -0.7968, 7.5161)
H (0.0497, 0.7547, 7.8793)
H (-0.6741, 0.4970, 6.2766)
H (4.1212, -1.7859, 3.4927)

Results
* Kohn-Sham gap (spin up / spin down): 5.956 / 2.952 eV
* E_HOMO (spin up / spin down): -9.9 / -9.4 eV
* total charge: +1
* 2S+1: 3


No. 2
DFT (the ωB97M-V functional and the def2-TZVPD basis) results for a structure of composition C51H45CuN2O2P2SSe.

Element x y z (Å)
Cu (-0.3866, -0.0678, -0.3199)
O (-2.8491, -0.1100, 1.2464)
C (-2.6350, -0.8778, 2.3669)
C (-3.1397, -0.5720, 3.6182)
C (-2.9461, -1.4441, 4.6965)
C (-2.2906, -2.6540, 4.5042)
C (-1.7937, -2.9479, 3.2354)
C (-1.8596, -2.0608, 2.1528)
P (-1.1427, -2.2096, 0.5195)
C (0.2819, -3.3379, 0.7613)
C (0.7169, -4.1906, -0.2408)
C (1.9288, -4.8894, -0.0799)
C (2.7165, -4.7372, 1.0679)
C (2.3261, -3.7725, 2.0176)
C (1.1025, -3.1582, 1.9120)
C (-2.3579, -3.0712, -0.5049)
C (-3.0271, -2.2855, -1.4477)
C (-3.8394, -2.8540, -2.4140)
C (-3.9816, -4.2360, -2.4830)
C (-3.2947, -5.0440, -1.5588)
C (-2.5313, -4.4610, -0.5440)
C (-3.6238, 1.0033, 1.2100)
C (-4.9130, 1.0278, 1.7770)
C (-5.7262, 2.1180, 1.5025)
C (-5.2741, 3.1778, 0.6912)
C (-3.9751, 3.1301, 0.1577)
C (-3.1543, 2.0170, 0.3644)
P (-1.5083, 1.8984, -0.4570)
C (-0.5928, 3.1718, 0.4382)
C (0.6122, 3.6580, -0.0972)
C (1.3969, 4.5383, 0.6442)
C (1.0904, 4.8392, 1.9734)
C (-0.0598, 4.3116, 2.5430)
C (-0.9303, 3.5332, 1.7519)
C (-1.8020, 2.6174, -2.1453)
C (-2.2563, 1.6903, -3.0651)
C (-2.4816, 2.0884, -4.3756)
C (-2.4015, 3.4331, -4.7538)
C (-2.0245, 4.3727, -3.8013)
C (-1.6662, 3.9784, -2.4941)
H (-3.7915, 0.3002, 3.7164)
H (-3.3906, -1.2713, 5.6582)
H (-2.2724, -3.3892, 5.3073)
H (-1.2767, -3.9004, 3.0817)
H (0.1294, -4.2903, -1.1696)
H (2.2508, -5.5866, -0.8363)
H (3.6250, -5.3248, 1.1473)
H (2.9528, -3.5620, 2.8887)
H (0.8191, -2.4727, 2.6838)
H (-2.8650, -1.2184, -1.4664)
H (-4.3285, -2.2149, -3.1557)
H (-4.5868, -4.7353, -3.2565)
H (-3.4176, -6.1137, -1.5284)
H (-2.0531, -5.1342, 0.1604)
H (-5.2859, 0.1236, 2.2502)
H (-6.6676, 2.1947, 2.0485)
H (-5.8268, 4.0647, 0.4702)
H (-3.6072, 3.9301, -0.4468)
H (0.8956, 3.3795, -1.0851)
H (2.3538, 4.8866, 0.3058)
H (1.7443, 5.5441, 2.5245)
H (-0.2915, 4.4685, 3.6049)
H (-1.7955, 3.1037, 2.2323)
H (-2.3393, 0.6396, -2.8633)
H (-2.6293, 1.3861, -5.1529)
H (-2.4294, 3.7246, -5.8106)
H (-1.8935, 5.3984, -4.1153)
H (-1.2730, 4.6888, -1.8540)
Se (1.2047, 2.1990, -5.1230)
C (1.6288, 3.5397, -4.0277)
N (1.8056, 4.3750, -3.2669)
N (1.4370, -0.0938, 0.6704)
S (2.6791, 0.8113, 0.4046)
C (4.0359, 0.1545, -0.4811)
C (4.2561, -1.2241, -0.5302)
C (5.3107, -1.6993, -1.2762)
C (6.1480, -0.8282, -1.9979)
C (5.8889, 0.5371, -1.9524)
C (4.8632, 1.0284, -1.1607)
C (3.3388, 0.8703, 2.0446)
C (2.5310, 1.6295, 2.8772)
C (2.9098, 1.7189, 4.2134)
C (4.0810, 1.0996, 4.6676)
C (4.8320, 0.3538, 3.8138)
C (4.4482, 0.2036, 2.4842)
H (1.5728, -0.8748, 1.3251)
H (3.5616, -1.8811, 0.0173)
H (5.4738, -2.7741, -1.3313)
H (6.8691, -1.3149, -2.6757)
H (6.5517, 1.1627, -2.5552)
H (4.6651, 2.0777, -1.1437)
H (1.5832, 2.0570, 2.5084)
H (2.2739, 2.3337, 4.8891)
H (4.3926, 1.1452, 5.7099)
H (5.7431, -0.1291, 4.2007)
H (5.0273, -0.4061, 1.8021)
C (0.2612, -2.0546, -3.6822)
C (1.3559, -1.2144, -3.0145)
O (0.7779, -0.0382, -2.4723)
H (0.6270, -2.9115, -4.2295)
H (-0.3269, -1.4571, -4.3908)
H (-0.4687, -2.4230, -3.0010)
H (2.1708, -0.9195, -3.6638)
H (1.7515, -1.7532, -2.1649)
H (0.2811, 0.4574, -3.1970)

Results
* Kohn-Sham gap (spin up / spin down): 8.535 / 4.745 eV
* E_HOMO (spin up / spin down): -10.2 / -10.2 eV
* total charge: +1
* 2S+1: 2


No. 3
DFT (the ωB97M-V functional and the def2-TZVPD basis) results for a cluster of 2 separate species, C9H14 in total.

Element x y z (Å)
C (-2.7370, -0.1781, -1.5694)
C (-2.5704, 0.6298, -0.2762)
H (-3.7215, -0.0087, -2.0027)
H (-2.0258, 0.1461, -2.3218)
H (-2.6526, -1.2463, -1.4050)
H (-1.8942, 0.1518, 0.4329)
H (-3.5323, 0.8250, 0.2013)
H (-2.1970, 1.6294, -0.5000)
C (1.3846, -2.3196, 0.7268)
C (2.1133, 1.1144, -0.6452)
C (2.0057, -0.2438, -0.5593)
C (1.5907, 1.9339, 0.4024)
C (1.3718, -0.8526, 0.5612)
C (0.8112, 1.3436, 1.4132)
C (0.6817, -0.0062, 1.5049)
H (2.6373, 1.5233, -1.4967)
H (2.3554, -0.8483, -1.3813)
H (1.7644, 2.9925, 0.2927)
H (0.3018, 1.9683, 2.1387)
H (0.9177, -2.6113, 1.6579)
H (2.4030, -2.7041, 0.6772)
H (0.1185, -0.4804, 2.2917)
H (0.8737, -2.7586, -0.1434)

Results
* Kohn-Sham gap (spin up / spin down): 10.165 / 6.394 eV
* E_HOMO (spin up / spin down): -14.6 / -14.6 eV
* total charge: +1
* 2S+1: 2


| no. | largest force on an atom (eV/A) |
| --- | --- |
| 1 | 3.307 |
| 2 | 3.142 |
| 3 | 1.338 |